Computed, not measured: C2H2N2O2 as an isolated structure, with ωB97M-V/def2-TZVPD.

```
! RIJCOSX wB97M-V def2-TZVPD def2/J DEFGRID3
* xyz 0 1
O 0.02 0.22 1.74
C -0.43 0.12 0.50
N -1.48 0.46 -0.15
O -0.13 0.94 -0.66
C 0.75 -0.70 -1.14
N 0.47 -1.28 -0.14
H -0.57 0.83 2.21
H 1.20 -0.55 -2.11
*
```

Properties
E = -337.1885 hartree
Strongest force on any atom = 0.0162 Eh/bohr
M = 86.0 u
HOMO-LUMO gap = 10.07 eV
Relative energy (zero: lowest compared OMol25 entry of this formula, charge and spin) = 619.55 kJ/mol